Here is a structure of composition C47H37BrN4O6P2V from the OMol25 dataset. Energies are from ωB97M-V with the def2-TZVPD basis set.

```
98
C47H37BrN4O6P2V (ωB97M-V with the def2-TZVPD basis set)
H 4.636 2.244 0.351
C -3.104 -2.944 -1.563
C 1.086 -4.518 -1.546
H -5.484 6.589 0.703
H -1.770 -4.618 -1.728
H -1.541 -2.200 6.398
O 4.238 -5.840 -2.615
C -3.184 -1.602 -1.204
C -2.046 -0.952 -0.753
H -1.531 2.890 3.659
H -2.422 0.394 2.296
H 2.432 3.220 7.152
C -1.782 2.450 -4.188
H 0.436 -5.297 -1.910
C 5.245 0.222 -0.097
O 2.235 -6.880 -2.408
H -2.558 3.182 -4.337
V 0.695 -0.923 0.389
C -0.660 2.806 3.008
C -4.675 5.892 0.853
H -3.978 -3.488 -1.888
N 1.411 -2.379 -0.539
C -0.860 2.174 -5.188
C 1.793 5.467 -0.070
C -2.566 4.130 1.197
H 0.107 -0.541 5.618
H -2.367 1.943 -2.172
O 1.909 -1.811 2.316
C 2.744 -2.523 -0.662
O 0.722 0.740 1.905
N -0.727 0.879 -2.748
H -3.638 -2.545 5.150
H -5.596 4.336 -0.296
H 5.461 -1.869 -0.551
H -4.075 -1.253 3.093
C 4.785 -1.055 -0.343
H 0.670 3.123 5.449
P -1.188 2.947 1.237
C 0.144 0.640 -3.701
C -1.683 1.764 -2.989
H -3.552 7.232 2.085
H 2.263 6.398 0.209
C 0.590 -3.328 -1.022
C -3.159 -1.098 3.644
C 1.468 2.395 5.433
C -2.232 -0.174 3.196
C -1.879 -3.574 -1.482
C 3.074 -6.008 -2.318
C 3.503 0.505 5.453
C -3.581 6.258 1.622
C -3.678 3.754 0.453
C -0.809 -0.698 5.065
H -3.701 2.766 0.018
N -0.860 -1.545 -0.684
C 3.306 -3.670 -1.208
C 0.203 3.726 0.364
Br 1.538 -0.581 -3.205
O -1.565 1.663 0.622
H -4.124 -1.074 -1.251
H 0.539 -2.715 3.502
C 1.500 1.398 4.463
H 0.860 0.976 -5.703
C 2.974 0.918 0.190
C -2.526 5.381 1.797
C 0.623 3.061 -0.782
C -1.739 -1.626 5.505
C 1.592 3.621 -1.594
C -2.913 -1.826 4.798
H 0.047 3.609 3.228
C -0.771 -2.844 -1.056
C 2.453 2.444 6.404
H 2.562 -0.305 3.704
H 4.368 -3.780 -1.348
C 0.130 1.233 -4.954
C 3.453 1.485 6.431
H 4.182 1.491 7.227
C 4.321 1.231 0.161
C 2.180 4.823 -1.235
C 2.457 -4.681 -1.622
N 2.521 -0.308 -0.046
H -2.080 0.081 -0.433
H 2.233 1.672 0.427
C 2.534 0.464 4.465
H 4.286 -0.239 5.470
H 6.304 0.428 -0.089
O -0.162 -2.114 1.710
H -1.680 5.673 2.401
H 0.486 5.464 1.614
H 0.175 2.105 -1.022
H 2.934 5.262 -1.870
C 0.792 4.933 0.723
C -1.052 0.026 3.904
C 3.410 -1.283 -0.327
P 0.185 1.173 3.225
C -4.733 4.631 0.282
C 0.771 -2.217 2.536
H 1.887 3.117 -2.503
H -0.909 2.684 -6.139
```

## Properties
Kohn-Sham gap (alpha / beta), eV: 6.00 / 5.73
Max |F|, Eh/bohr: 0.0773
⟨S²⟩: 2.01
Highest occupied orbital energy (alpha / beta), eV: -9.641 / -9.626
Total energy, eV: -181892.706
Multiplicity: 3
Total charge: +1
Energy relative to the best compared isomer or geometry (same formula, charge and spin), kcal/mol: 31.17